C4H6N2O2 as an isolated structure in a non-equilibrium geometry, computed with ωB97M-V/def2-TZVPD.

Results
Orbital gap, eV: 9.4
ΔE to the lowest compared entry with this formula, charge and spin, eV: 4.419
E, eV: -11316.6227
Maximum force, eV/A: 8.124

```
! wB97M-V def2-TZVPD RIJCOSX def2/J DEFGRID3
* xyz 0 1
O 0.03 -0.88 2.81
O -0.42 0.52 0.85
N -0.22 0.87 -2.93
N 0.62 -0.69 -0.76
C 0.20 -0.59 1.47
C -0.07 0.47 -0.41
C 0.66 -1.35 0.51
C -0.51 1.55 -1.46
H -1.55 1.70 -1.26
H 0.81 0.09 -2.46
H -0.89 0.04 -2.98
H 0.99 -2.46 0.64
H -0.79 -0.54 3.32
H 0.03 2.34 -1.31
*
```

Mulliken atomic charge list, values in e, 4 entries: -0.5446 -0.3211 -0.7303 -0.5043

---

A 5-piece molecular cluster, C24H37BN4O8 overall in a non-equilibrium geometry, computed with ωB97M-V/def2-TZVPD.

Results
SMILES: C=CC1=C(B(O)O)C(=O)c2ccccc2C1=O.CNC(C)=O.CNC(C)=O.CNC(C)=O.CNC(C)=O
Orbital gap, eV: 6.7
E, eV: -48499.7251
Maximum force, eV/A: 4.727

```
! wB97M-V def2-TZVPD RIJCOSX def2/J DEFGRID3
* xyz 0 1
O 0.32 0.52 -2.13
O -3.34 -0.57 6.30
O -3.77 0.13 0.09
O 6.16 3.16 -1.60
O 2.01 0.18 -3.89
O 0.33 2.10 4.33
O 0.19 -2.58 -6.24
O 2.04 0.13 0.43
N -0.79 1.95 2.39
N -3.74 -2.63 5.54
N 2.19 -3.41 -6.81
N -5.23 0.05 -1.61
C -3.62 -1.73 6.56
C 5.07 2.77 -1.10
C 5.53 3.86 1.30
C -2.84 0.34 -2.09
C 2.70 1.09 -0.02
C 4.12 2.48 -3.63
C 4.68 2.91 0.44
C -4.06 -4.04 5.63
C 3.94 2.14 -2.06
C -3.97 0.17 -1.12
C -0.64 1.66 3.71
C 3.09 2.27 2.48
C 3.20 3.50 -4.12
C 3.47 2.07 0.97
C -3.85 -2.21 7.96
C -1.85 1.53 1.50
C -5.66 0.07 -2.99
C 3.94 3.27 3.34
C 5.16 4.06 2.79
C 1.30 -3.87 -4.56
C 3.43 -4.14 -6.62
C 1.18 -3.23 -5.92
C -1.68 0.80 4.38
C 2.85 1.35 -1.61
B 1.71 0.68 -2.56
H -2.66 1.29 4.32
H 4.26 -3.45 -6.77
H -4.83 0.19 -3.68
H 5.74 4.75 3.49
H -2.32 2.43 1.09
H 4.87 1.95 -4.30
H 0.41 -3.64 -3.98
H 2.19 1.70 2.91
H -3.57 -2.23 4.63
H 3.64 3.44 4.43
H 3.48 -4.92 -7.39
H -3.72 -1.38 8.65
H -1.39 0.97 0.68
H -5.93 -0.06 -0.89
H -1.72 -0.18 3.90
H -2.97 1.26 -2.67
H 1.17 -0.05 -4.35
H -6.37 0.89 -3.12
H -4.22 -4.37 6.65
H -4.86 -2.60 8.07
H 6.44 4.44 0.89
H -6.17 -0.88 -3.20
H -4.96 -4.22 5.04
H -3.12 -2.99 8.22
H 2.09 3.19 -4.22
H -1.42 0.66 5.42
H -0.05 2.53 2.02
H 2.17 -3.47 -4.04
H 0.27 -0.42 -1.80
H -2.59 0.91 1.99
H -3.23 -4.61 5.19
H 1.38 -4.95 -4.66
H -1.90 0.42 -1.54
H 2.04 -2.95 -7.69
H 3.50 -4.59 -5.64
H 3.55 4.57 -4.35
H -2.77 -0.52 -2.75
*
```

Mulliken atomic charge list, values in e, 4 entries: -0.3391 -0.5969 -0.6243 -0.5820

---

C28H56Br15NO6P as an isolated structure, computed with ωB97M-V/def2-TZVPD.

Results
Orbital gap, eV: 6.6
ΔE to the lowest compared entry with this formula, charge and spin, eV: 0.000
E, eV: -1103647.5433
Maximum force, eV/A: 0.612

```
! wB97M-V def2-TZVPD RIJCOSX def2/J DEFGRID3
* xyz -1 1
Br 4.80 -3.06 -2.48
Br 1.13 -8.31 -2.08
Br -0.05 -1.39 5.87
Br 3.75 0.16 -0.94
Br 3.15 -6.20 0.11
Br -0.67 -8.42 -7.72
Br 2.66 0.56 7.10
Br 1.82 9.92 1.47
Br 0.21 -5.19 -6.12
Br 0.11 -2.02 -0.36
Br -5.95 -5.09 -4.05
Br -3.38 -4.47 -1.45
Br 0.79 -3.99 1.88
Br 3.43 6.69 2.22
Br 3.05 -4.00 4.76
P -1.50 1.13 1.47
O 1.83 5.55 -0.80
O 0.37 1.76 3.40
O -0.05 1.21 0.41
O -2.14 -1.10 -1.65
O -2.44 1.58 0.02
O 2.61 4.91 -2.76
N -2.26 2.62 -2.09
C -0.27 1.63 -0.89
C -0.33 0.64 2.87
C 1.29 -4.80 4.59
C 1.02 -6.38 -1.78
C -3.99 4.10 -0.93
C -6.28 4.96 -1.77
C 1.07 -5.37 3.21
C -1.03 -0.79 -1.42
C -5.58 -3.48 -3.01
C -0.46 -7.97 -5.84
C 3.63 7.84 0.67
C -4.11 -3.27 -2.78
C 0.89 2.57 -1.32
C 2.62 1.43 2.46
C 3.61 9.30 1.03
C 0.97 -1.68 7.50
C -3.15 3.77 -2.17
C 1.72 1.48 3.71
C 0.54 3.89 -2.04
C 2.38 -5.76 -1.61
C -0.98 -6.60 -5.51
C 1.31 -0.36 8.14
C -1.64 2.35 -0.82
C -0.29 0.42 -1.88
C 1.73 4.81 -1.95
C -4.89 5.32 -1.19
C 5.38 -2.19 -0.84
C 4.25 -1.52 -0.12
H 3.08 -6.10 -2.36
H -1.95 -6.40 -5.96
H 0.74 0.13 -2.08
H -4.61 3.24 -0.67
H 1.60 2.04 -1.96
H -3.84 3.59 -3.00
H -6.49 5.51 -2.69
H -3.34 4.30 -0.07
H -1.38 2.53 1.79
H -6.13 -3.58 -2.07
H -1.05 -6.48 -4.43
H 5.80 -2.99 -0.24
H 0.58 -4.02 4.82
H -2.57 4.67 -2.45
H 0.45 0.30 8.18
H 1.87 -2.23 7.20
H -3.53 -3.42 -3.69
H -0.32 4.37 -1.58
H 2.84 7.56 -0.02
H 3.18 0.49 2.40
H -2.73 1.78 -2.42
H -3.92 -2.27 -2.40
H -6.00 -2.66 -3.59
H 2.30 -4.68 -1.64
H 6.16 -1.49 -1.12
H -0.94 0.20 3.67
H 4.23 9.51 1.90
H 2.06 2.29 4.37
H 0.59 -8.07 -5.60
H 4.56 -1.27 0.89
H 1.24 -5.58 5.34
H -1.43 3.31 -0.31
H 3.33 2.26 2.43
H 3.35 -2.13 -0.08
H -6.34 3.90 -2.01
H -1.03 -8.72 -5.29
H 0.52 -5.96 -2.65
H 1.72 -0.50 9.14
H 0.34 3.74 -3.10
H -0.77 0.74 -2.81
H 0.17 -5.99 3.21
H -1.66 -0.26 1.12
H -4.39 5.99 -1.90
H 0.38 -0.11 2.50
H 1.07 5.36 -0.22
H 1.43 2.80 -0.39
H 0.39 -6.24 -0.91
H -5.01 5.90 -0.27
H 0.36 -2.30 8.16
H -2.71 1.04 2.27
H 1.98 1.47 1.57
H 1.80 0.54 4.27
H -7.09 5.19 -1.06
H 3.93 9.90 0.19
H 1.92 -5.96 2.88
H 4.59 7.58 0.23
*
```

Mulliken atomic charge list, values in e, 4 entries: -0.1789 -0.1890 -0.0620 -0.0793

---

An isolated ion of composition C3H7N2S and charge +1 in a non-equilibrium geometry, computed with ωB97M-V/def2-TZVPD.

Results
Orbital gap, eV: 9.5
ΔE to the lowest compared entry with this formula, charge and spin, eV: 2.152
E, eV: -17031.4184
Maximum force, eV/A: 3.087

```
! wB97M-V def2-TZVPD RIJCOSX def2/J DEFGRID3
* xyz 1 1
S 1.91 -0.35 -0.22
N 0.12 -2.46 0.18
N -0.86 -0.45 -0.28
C 1.48 1.40 0.16
C 0.26 -1.07 -0.03
C -1.98 0.05 0.04
H 0.85 1.94 -0.61
H -0.79 -2.84 0.20
H -2.83 0.45 -0.73
H 0.92 1.65 1.18
H 2.37 2.06 0.15
H 0.81 -3.11 0.58
H -2.30 0.40 1.10
*
```

Mulliken atomic charge list, values in e, 4 entries: 0.0341 -0.3982 -0.2160 -0.8203

---

A 3-piece molecular cluster, C24H30Cl2N2O12SSi overall in a non-equilibrium geometry, computed with ωB97M-V/def2-TZVPD.

Results
SMILES: [H]/N=C\C[Si@](CCCCS(=O)(=O)O)(/C(Cl)=C(/C)Cl)N(C)C(C)=O.O=C1C=C(O)C(=O)C=C1O.O=C1C=C(O)C(=O)C=C1O
Orbital gap, eV: 7.7
E, eV: -96673.4781
Maximum force, eV/A: 8.198

```
! wB97M-V def2-TZVPD RIJCOSX def2/J DEFGRID3
* xyz 0 1
Cl 0.97 2.68 -2.18
Cl 1.46 1.89 2.36
S -4.90 -0.61 3.33
Si 0.72 -0.19 -0.04
O -2.50 -3.30 -1.38
O 5.03 2.59 0.09
O 8.70 5.25 -1.25
O -7.27 -4.12 -3.58
O -2.92 -2.31 -3.91
O -5.54 0.81 3.34
O 4.96 4.13 2.36
O -5.90 -1.65 3.95
O -6.89 -5.04 -1.02
O 8.69 6.74 1.06
O 1.57 -3.67 0.53
O -3.51 -0.54 4.36
N 1.15 -1.29 1.32
N 0.10 -1.93 -3.52
C 5.84 4.39 1.54
C 6.83 5.46 1.77
C -4.41 -1.02 1.55
C 1.63 -0.80 -1.62
C -4.68 -4.19 -1.14
C 1.24 2.81 -0.35
C 1.15 1.60 0.52
C -3.92 -2.99 -3.24
C -1.99 0.27 1.13
C 1.57 4.33 0.26
C -0.81 -3.30 1.37
C 2.64 -1.37 1.58
C 7.76 5.74 0.85
C -5.11 -3.19 -3.80
C -6.17 -3.91 -3.08
C 6.87 3.88 -0.63
C 0.59 -0.77 -2.92
C -3.62 -3.49 -1.87
C -5.88 -4.39 -1.70
C 5.94 3.61 0.28
C 0.73 -2.73 1.03
C 7.84 4.97 -0.42
C -1.22 -0.25 -0.22
C -3.62 0.23 0.82
H -4.46 -4.53 -0.14
H 3.13 -0.38 1.98
H 2.79 -2.18 2.44
H -2.88 -1.25 3.99
H 2.67 -0.30 -1.83
H -2.15 -2.30 -3.29
H 4.46 2.59 0.89
H 3.28 -1.71 0.65
H 1.69 5.07 -0.66
H -0.70 -4.32 1.98
H 6.76 6.01 2.70
H -1.70 1.37 1.46
H 0.52 -2.74 -3.01
H 2.50 4.34 0.98
H 9.26 6.74 0.26
H -7.65 -5.06 -1.64
H 0.56 4.67 0.80
H -1.78 -0.41 2.09
H 0.17 0.24 -3.39
H 6.95 3.33 -1.56
H -1.42 -2.56 2.05
H -4.12 1.25 1.13
H 1.86 -1.96 -1.45
H -5.42 -1.18 0.95
H -1.60 -1.33 -0.54
H -1.34 -3.51 0.34
H -5.34 -2.83 -4.80
H -1.56 0.47 -1.11
H -3.84 0.12 -0.35
H -3.76 -2.00 1.53
*
```

Mulliken atomic charge list, values in e, 4 entries: -0.1886 -0.1880 1.1298 -0.3241

---

C25H17ClIN3O4Rh as an isolated structure in a non-equilibrium geometry, computed with ωB97M-V/def2-TZVPD.

Results
Orbital gap (spin up / spin down), eV: 4.7 / 4.2
E, eV: -62486.9409
Maximum force, eV/A: 3.784

```
! wB97M-V def2-TZVPD RIJCOSX def2/J DEFGRID3
* xyz 1 1
I 3.40 1.84 -3.22
Rh -0.51 -0.42 -0.99
Cl 5.51 1.24 2.04
O -1.19 1.44 -0.54
O -3.20 2.75 0.66
O 1.19 0.32 -1.73
O 0.76 2.30 0.15
N -0.21 -2.22 -1.67
N -2.34 -1.30 -0.38
N 0.91 -0.66 0.79
C -2.09 6.22 0.72
C -2.13 -2.74 -0.38
C 2.04 0.01 0.47
C -0.70 -4.55 -1.18
C -0.28 4.83 0.02
C 0.43 -4.93 -1.93
C 0.82 -2.62 -2.44
C -0.78 6.09 0.29
C -1.08 3.71 0.13
C -0.44 2.37 -0.12
C 1.17 -3.94 -2.58
C 2.13 0.49 -0.89
C -2.68 -5.01 0.16
C -1.00 -3.17 -1.08
C -2.91 5.11 0.83
C -2.98 -3.65 0.23
C 4.23 0.93 0.96
C -1.56 -5.46 -0.52
C 4.34 1.38 -0.36
C 3.33 1.17 -1.26
C 0.72 -1.07 2.05
C -2.42 3.84 0.54
C 3.06 0.24 1.41
C 1.67 -0.87 3.03
C 2.86 -0.21 2.73
H -2.77 -0.98 0.49
H -2.49 7.19 0.98
H -1.34 -6.51 -0.57
H 2.01 -4.20 -3.19
H -0.21 -1.59 2.26
H -3.85 -3.32 0.77
H 0.75 4.70 -0.29
H 3.60 -0.04 3.49
H 5.24 1.90 -0.66
H -0.16 6.96 0.17
H -3.93 5.22 1.18
H 1.37 -1.83 -2.95
H -2.99 -1.04 -1.14
H 0.68 -5.97 -2.03
H -3.34 -5.72 0.63
H -4.11 3.02 0.87
H 1.48 -1.22 4.03
*
```

Mulliken atomic charge list, values in e, 4 entries: 0.0668 0.3924 -0.2533 -0.5876